(1)
Density functional theory data (ωB97M-V/def2-TZVPD) for a 7-piece molecular cluster, C14H42O14 overall at a distorted geometry.

XYZ file:
```
70
Properties=species:S:1:pos:R:3
O -1.262 -2.585 -1.876
C -1.537 -2.143 -0.551
C -1.068 -0.711 -0.343
O 0.345 -0.629 -0.416
H -0.300 -2.646 -1.923
H -2.619 -2.161 -0.417
H -1.052 -2.760 0.212
H -1.441 -0.403 0.642
H -1.501 -0.045 -1.091
H 0.727 -0.573 0.475
O -2.747 1.129 3.837
C -2.341 -0.203 4.112
C -3.566 -1.087 4.417
O -4.138 -1.612 3.238
H -2.310 1.387 3.012
H -1.944 -0.673 3.206
H -1.649 -0.253 4.956
H -4.300 -0.505 4.979
H -3.205 -1.918 5.026
H -4.719 -0.956 2.843
O 5.465 -0.065 -0.833
C 5.300 0.003 0.594
C 4.446 -1.174 0.990
O 4.083 -1.044 2.352
H 5.588 0.826 -1.172
H 6.309 -0.116 1.008
H 4.897 0.968 0.896
H 4.939 -2.127 0.785
H 3.564 -1.169 0.329
H 3.841 -1.911 2.708
O -2.760 1.729 -5.891
C -2.365 1.598 -4.528
C -3.393 0.809 -3.722
O -4.666 1.438 -3.596
H -3.371 2.468 -5.952
H -1.434 1.039 -4.534
H -2.287 2.573 -4.033
H -3.089 0.556 -2.704
H -3.513 -0.173 -4.201
H -4.781 2.042 -4.336
O 2.617 -3.485 2.546
C 1.190 -3.557 2.440
C 0.618 -2.239 2.944
O 1.147 -1.139 2.227
H 3.002 -4.323 2.275
H 0.966 -3.703 1.378
H 0.759 -4.373 3.027
H 0.890 -2.162 4.000
H -0.459 -2.290 2.802
H 2.067 -1.015 2.509
O 1.903 0.952 -2.146
C 1.818 0.200 -3.372
C 3.205 0.182 -3.989
O 3.740 1.504 -4.066
H 1.264 0.523 -1.558
H 1.400 -0.787 -3.181
H 1.165 0.761 -4.057
H 3.159 -0.229 -4.996
H 3.841 -0.387 -3.306
H 3.342 1.986 -3.331
O -2.218 2.039 1.250
C -1.042 2.640 0.728
C -0.922 4.090 1.161
O -1.907 4.878 0.490
H -2.947 2.534 0.859
H -0.135 2.129 1.066
H -1.024 2.556 -0.362
H 0.040 4.500 0.849
H -0.994 4.156 2.248
H -2.631 5.134 1.067
```

The LUMO energy comes out at 0.29 eV. The value obtained for the highest occupied orbital energy is -9.70 eV. Its multiplicity is 1. For the energy relative to the best compared isomer or geometry (same formula, charge and spin), the calculation gives 0.3174 eV. The HOMO-LUMO gap comes out at 9.98 eV. As for the SMILES: OCCO.OCCO.OCCO.OCCO.OCCO.OCCO.OCCO. The net charge is 0.

(2)
Density functional theory data (ωB97M-V/def2-TZVPD) for a 7-piece molecular cluster, C14H42O14 overall at a distorted geometry.

XYZ file:
```
70
Properties=species:S:1:pos:R:3
O 4.057 5.394 -2.081
C 4.092 6.187 -0.939
C 5.237 5.718 -0.041
O 5.079 4.480 0.579
H 4.699 5.740 -2.705
H 4.293 7.164 -1.377
H 3.106 6.238 -0.477
H 5.244 6.379 0.826
H 6.209 5.981 -0.458
H 5.632 3.919 0.031
O 4.488 -1.325 -6.193
C 3.380 -1.631 -6.994
C 3.262 -3.201 -6.892
O 2.499 -3.471 -5.695
H 4.165 -1.237 -5.293
H 2.505 -1.065 -6.674
H 3.596 -1.363 -8.028
H 4.205 -3.712 -7.084
H 2.579 -3.605 -7.639
H 2.692 -2.810 -5.026
O -5.671 2.452 -3.787
C -6.003 1.753 -4.987
C -6.500 0.305 -4.807
O -5.782 -0.591 -5.574
H -6.443 2.999 -3.622
H -6.744 2.408 -5.446
H -5.101 1.855 -5.591
H -7.584 0.193 -4.821
H -6.038 -0.032 -3.879
H -6.160 -1.473 -5.542
O -7.353 1.516 5.696
C -6.111 2.267 5.958
C -6.435 3.774 6.103
O -7.010 4.198 7.328
H -7.926 1.863 6.384
H -5.614 1.813 6.816
H -5.508 2.121 5.062
H -7.143 3.986 5.302
H -5.482 4.249 5.870
H -7.200 5.132 7.208
O 4.791 -3.275 1.071
C 6.143 -3.540 1.299
C 6.917 -3.339 -0.040
O 6.961 -1.884 -0.338
H 4.781 -2.456 0.570
H 6.603 -2.827 1.983
H 6.240 -4.511 1.785
H 6.501 -3.895 -0.880
H 7.933 -3.733 -0.072
H 7.845 -1.655 -0.042
O -1.377 -3.678 5.928
C -0.967 -4.992 5.793
C -2.176 -5.677 5.069
O -2.052 -7.081 5.453
H -1.210 -3.301 5.061
H -0.047 -5.245 5.266
H -0.790 -5.268 6.833
H -2.093 -5.587 3.986
H -3.134 -5.300 5.427
H -2.502 -7.040 6.300
O 1.101 0.546 -1.001
C -0.315 0.484 -0.841
C -0.684 1.416 0.388
O 0.032 0.923 1.465
H 1.351 1.396 -1.371
H -0.879 0.719 -1.744
H -0.768 -0.471 -0.574
H -1.761 1.441 0.551
H -0.553 2.458 0.097
H 0.899 0.808 1.068
```

The LUMO energy comes out at 0.19 eV. The value obtained for the highest occupied orbital energy is -9.51 eV. Its multiplicity is 1. For the energy relative to the best compared isomer or geometry (same formula, charge and spin), the calculation gives 4.6466 eV. The HOMO-LUMO gap comes out at 9.71 eV. As for the SMILES: OCCO.OCCO.OCCO.OCCO.OCCO.OCCO.OCCO. The net charge is 0.

(3)
Density functional theory data (ωB97M-V/def2-TZVPD) for C14H42O18S as an isolated structure at a distorted geometry.

XYZ file:
```
75
Properties=species:S:1:pos:R:3
S -34.806 50.351 30.098
O -35.846 50.734 29.219
O -35.480 49.651 31.225
O -33.934 49.406 29.476
O -34.124 51.471 30.630
C -33.163 46.345 30.521
C -32.644 45.494 29.376
O -33.318 44.191 29.147
O -32.484 47.600 30.422
H -32.936 45.679 31.532
H -34.304 46.250 30.138
H -31.566 45.339 29.412
H -32.709 45.854 28.283
H -32.588 43.708 29.392
H -33.224 48.218 30.369
C -38.622 50.801 30.766
C -37.981 51.693 31.828
O -37.363 50.861 32.792
O -38.303 51.331 29.468
H -39.631 50.707 30.865
H -37.861 49.883 30.735
H -38.864 52.146 32.338
H -37.230 52.392 31.383
H -36.679 50.502 32.068
H -37.371 51.174 29.311
C -34.568 56.218 31.044
C -34.873 54.933 30.316
O -33.658 54.157 30.021
O -35.831 56.990 31.019
H -33.788 56.847 30.604
H -34.132 55.781 31.887
H -35.413 55.052 29.475
H -35.808 54.331 30.814
H -33.943 53.354 30.270
H -36.259 57.341 30.260
C -34.889 52.077 26.476
C -34.745 53.016 25.214
O -33.413 53.278 25.197
O -36.260 51.763 26.706
H -34.607 52.712 27.309
H -34.324 51.296 26.220
H -35.368 53.847 25.157
H -34.959 52.484 24.331
H -33.033 53.713 26.032
H -36.325 51.414 27.550
C -32.415 50.126 33.519
C -31.568 50.774 32.405
O -32.062 51.942 32.039
O -32.137 48.818 33.864
H -33.484 50.242 33.255
H -32.353 50.555 34.570
H -31.356 50.105 31.631
H -30.580 50.809 32.516
H -33.065 51.802 31.465
H -32.293 48.251 33.062
C -35.597 46.977 33.318
C -36.918 46.983 32.512
O -36.610 47.363 31.183
O -35.089 48.154 33.538
H -34.770 45.987 32.816
H -35.466 46.357 34.278
H -37.685 47.635 33.045
H -37.524 46.037 32.478
H -36.108 48.347 31.167
H -35.125 48.542 32.662
C -32.044 48.728 26.861
C -31.461 50.015 27.347
O -31.585 50.065 28.865
O -33.435 48.804 26.906
H -31.608 47.756 27.025
H -31.951 48.594 25.738
H -31.892 51.027 26.981
H -30.470 50.114 27.118
H -32.610 49.828 28.955
H -33.582 48.792 27.908
```

The LUMO energy comes out at 4.32 eV. The value obtained for the highest occupied orbital energy is -3.49 eV. Its multiplicity is 1. The HOMO-LUMO gap comes out at 7.80 eV. The net charge is -2.

(4)
Density functional theory data (ωB97M-V/def2-TZVPD) for C14H42O20PV as an isolated structure at a distorted geometry.

XYZ file:
```
78
Properties=species:S:1:pos:R:3
O -0.383 -0.021 0.321
V -1.684 0.481 1.074
O -2.841 -0.581 0.764
P -2.279 0.976 3.645
O -1.886 2.325 4.280
O -3.032 1.486 2.333
O -3.201 0.099 4.475
O -1.105 0.146 3.016
C -0.553 3.804 -0.074
C 0.545 3.458 -1.061
O 1.794 3.673 -0.409
O -0.625 2.729 0.889
H -1.539 3.863 -0.532
H -0.267 4.689 0.493
H 0.366 4.076 -1.950
H 0.514 2.401 -1.336
H 1.911 2.848 0.102
H -0.086 3.001 1.640
C 1.976 -3.265 1.686
C 1.290 -3.195 0.346
O 0.956 -4.451 -0.233
O 1.141 -3.648 2.752
H 2.458 -2.296 1.869
H 2.765 -4.024 1.608
H 1.929 -2.661 -0.362
H 0.380 -2.591 0.456
H 0.637 -5.031 0.467
H 0.276 -3.222 2.681
C 3.498 0.658 0.640
C 4.288 1.387 -0.459
O 4.152 0.741 -1.718
O 2.338 1.412 0.987
H 4.157 0.552 1.505
H 3.121 -0.311 0.305
H 5.323 1.363 -0.087
H 4.074 2.455 -0.556
H 4.879 1.033 -2.275
H 1.764 0.883 1.592
C 0.202 -2.013 -3.281
C 0.973 -0.954 -2.498
O 2.373 -1.202 -2.589
O -1.070 -1.582 -3.768
H -0.028 -2.876 -2.654
H 0.838 -2.395 -4.088
H 0.653 -1.004 -1.452
H 0.740 0.052 -2.866
H 2.816 -0.385 -2.304
H -0.970 -1.096 -4.591
C -3.993 -3.540 -0.513
C -3.078 -2.690 -1.371
O -2.879 -3.403 -2.619
O -5.337 -3.416 -0.976
H -3.958 -3.170 0.513
H -3.651 -4.581 -0.509
H -2.089 -2.510 -0.948
H -3.610 -1.753 -1.530
H -2.227 -2.830 -3.049
H -5.370 -3.873 -1.824
C -3.141 2.356 -2.923
C -2.973 1.199 -1.948
O -2.832 1.644 -0.604
O -4.492 2.685 -3.205
H -2.662 2.076 -3.865
H -2.536 3.205 -2.584
H -2.111 0.598 -2.235
H -3.841 0.536 -2.027
H -3.483 2.324 -0.413
H -4.905 3.035 -2.408
C 2.088 0.622 4.082
C 3.427 1.246 3.775
O 3.391 2.540 3.135
O 1.484 0.276 2.867
H 1.425 1.268 4.667
H 2.283 -0.233 4.745
H 3.987 0.644 3.048
H 3.993 1.353 4.702
H 3.026 2.369 2.252
H 0.489 0.240 2.981
```

The LUMO energy comes out at 3.75 eV. The value obtained for the highest occupied orbital energy is -0.61 eV. Its multiplicity is 1. For the energy relative to the best compared isomer or geometry (same formula, charge and spin), the calculation gives 0.3660 eV. The HOMO-LUMO gap comes out at 4.36 eV. The net charge is -2.

(5)
Density functional theory data (ωB97M-V/def2-TZVPD) for a 7-piece molecular cluster, C14H42O7 overall at a distorted geometry.

XYZ file:
```
63
Properties=species:S:1:pos:R:3
C 3.506 -6.511 -0.997
C 2.373 -5.519 -0.601
O 2.481 -4.399 -1.530
H 3.718 -7.364 -0.351
H 4.423 -5.924 -0.945
H 3.373 -6.843 -2.027
H 2.315 -5.055 0.384
H 1.412 -6.029 -0.665
H 2.588 -3.711 -0.869
C 1.571 5.227 1.166
C 0.529 4.112 1.456
O 0.977 2.892 1.872
H 2.055 5.498 2.104
H 1.062 6.060 0.680
H 2.300 4.786 0.486
H 0.076 3.844 0.501
H -0.311 4.478 2.046
H 0.429 2.176 1.542
C -3.939 2.499 3.611
C -4.266 1.939 2.288
O -3.208 2.392 1.430
H -3.168 1.904 4.102
H -4.758 2.466 4.330
H -3.665 3.549 3.715
H -5.208 2.236 1.826
H -4.356 0.855 2.354
H -2.466 1.916 1.811
C -4.546 5.191 -1.402
C -4.526 3.741 -1.821
O -3.293 3.184 -1.401
H -4.342 5.280 -0.335
H -5.542 5.603 -1.565
H -3.900 5.864 -1.964
H -4.579 3.621 -2.903
H -5.379 3.228 -1.376
H -3.269 3.062 -0.449
C 3.219 -3.320 3.130
C 2.544 -2.528 2.042
O 3.134 -2.800 0.846
H 2.837 -3.077 4.121
H 4.302 -3.199 3.121
H 3.052 -4.395 3.066
H 2.736 -1.469 2.211
H 1.492 -2.805 1.966
H 4.020 -2.479 1.029
C 2.398 -1.822 -4.080
C 0.955 -1.686 -4.578
O 0.043 -2.395 -3.743
H 2.661 -2.856 -4.305
H 2.501 -1.632 -3.012
H 3.013 -1.075 -4.582
H 0.815 -1.939 -5.629
H 0.682 -0.631 -4.567
H 0.155 -3.348 -3.695
C 0.129 -0.750 -0.734
C 0.061 -0.180 0.683
O -0.687 0.983 0.817
H 0.607 -0.096 -1.462
H -0.867 -1.054 -1.055
H 0.545 -1.754 -0.812
H 1.074 0.027 1.028
H -0.361 -0.948 1.331
H -1.529 0.979 0.356
```

The LUMO energy comes out at 0.54 eV. The value obtained for the highest occupied orbital energy is -9.39 eV. Its multiplicity is 1. For the energy relative to the best compared isomer or geometry (same formula, charge and spin), the calculation gives 2.9679 eV. The HOMO-LUMO gap comes out at 9.94 eV. As for the SMILES: CCO.CCO.CCO.CCO.CCO.CCO.CCO. The net charge is 0.

(6)
Density functional theory data (ωB97M-V/def2-TZVPD) for a 7-piece molecular cluster, C14H42O7 overall at a distorted geometry.

XYZ file:
```
63
Properties=species:S:1:pos:R:3
C -1.706 -4.506 1.280
C -2.304 -3.715 2.427
O -3.205 -2.722 1.933
H -2.505 -5.067 0.796
H -0.893 -5.154 1.610
H -1.261 -3.786 0.593
H -1.494 -3.279 3.009
H -2.862 -4.410 3.059
H -4.068 -3.087 1.728
C -1.483 0.914 3.779
C -0.080 0.822 3.142
O 0.242 -0.548 2.933
H -2.246 0.403 3.192
H -1.776 1.962 3.883
H -1.501 0.454 4.768
H 0.717 1.354 3.656
H -0.166 1.278 2.149
H -0.319 -0.843 2.201
C -2.164 1.266 -3.697
C -1.148 0.486 -4.528
O -1.834 -0.332 -5.471
H -2.849 0.631 -3.133
H -2.819 1.917 -4.277
H -1.650 1.921 -2.991
H -0.544 -0.182 -3.909
H -0.497 1.193 -5.049
H -1.236 -1.046 -5.706
C 0.236 -0.118 -0.804
C -0.906 -1.116 -0.624
O -1.413 -0.907 0.688
H -0.066 0.930 -0.770
H 0.767 -0.178 -1.758
H 1.033 -0.258 -0.072
H -0.570 -2.151 -0.724
H -1.642 -0.942 -1.414
H -2.175 -1.478 0.871
C -1.044 3.698 -0.118
C -0.960 5.220 0.123
O 0.359 5.668 -0.141
H -0.323 3.140 0.478
H -0.798 3.543 -1.170
H -2.056 3.364 0.104
H -1.266 5.487 1.138
H -1.686 5.685 -0.550
H 0.425 6.578 0.162
C 2.410 -3.420 -1.188
C 3.482 -4.410 -1.644
O 4.720 -4.056 -1.035
H 1.450 -3.916 -1.346
H 2.522 -2.502 -1.759
H 2.472 -3.241 -0.115
H 3.511 -4.334 -2.737
H 3.260 -5.457 -1.426
H 5.302 -4.820 -1.059
C 3.181 1.809 1.351
C 2.640 3.048 0.677
O 1.859 3.784 1.612
H 2.406 1.174 1.779
H 3.800 2.123 2.196
H 3.854 1.253 0.698
H 2.040 2.768 -0.196
H 3.457 3.670 0.298
H 1.368 4.439 1.097
```

The LUMO energy comes out at 0.55 eV. The value obtained for the highest occupied orbital energy is -9.27 eV. Its multiplicity is 1. For the energy relative to the best compared isomer or geometry (same formula, charge and spin), the calculation gives 1.6196 eV. The HOMO-LUMO gap comes out at 9.83 eV. As for the SMILES: CCO.CCO.CCO.CCO.CCO.CCO.CCO. The net charge is 0.

(7)
Density functional theory data (ωB97M-V/def2-TZVPD) for a 7-piece molecular cluster, C14H42O7 overall at a distorted geometry.

XYZ file:
```
63
Properties=species:S:1:pos:R:3
C 0.346 1.060 0.228
C -0.396 -0.267 0.316
O -0.263 -0.902 -0.924
H 1.283 0.865 -0.292
H 0.550 1.543 1.183
H -0.200 1.749 -0.417
H -1.467 -0.097 0.425
H 0.015 -0.925 1.082
H -1.053 -0.603 -1.381
C -1.953 -0.759 -3.870
C -3.000 -0.696 -2.831
O -2.687 0.288 -1.859
H -1.552 0.218 -4.138
H -2.419 -0.975 -4.831
H -1.119 -1.430 -3.663
H -3.252 -1.665 -2.399
H -3.934 -0.423 -3.320
H -3.507 0.757 -1.692
C -0.420 5.370 2.499
C 0.864 4.779 3.034
O 1.894 5.250 2.227
H -0.401 6.460 2.474
H -1.119 5.125 3.298
H -0.669 4.850 1.574
H 0.978 3.705 2.889
H 1.047 5.066 4.070
H 1.503 5.457 1.375
C -3.293 -1.901 1.982
C -4.547 -2.628 2.608
O -4.635 -4.006 2.343
H -3.180 -0.873 2.328
H -3.624 -1.570 0.997
H -2.352 -2.446 1.913
H -5.486 -2.132 2.360
H -4.407 -2.467 3.677
H -4.873 -4.429 3.171
C 3.540 -0.594 -1.744
C 2.779 -1.730 -1.074
O 3.710 -2.718 -0.746
H 4.533 -0.409 -1.336
H 3.143 0.420 -1.790
H 3.638 -0.790 -2.812
H 2.056 -2.116 -1.792
H 2.390 -1.422 -0.103
H 3.116 -3.398 -0.419
C -1.512 -4.441 -2.140
C -1.869 -4.033 -0.718
O -0.731 -3.473 -0.150
H -0.857 -5.313 -2.164
H -0.850 -3.696 -2.582
H -2.395 -4.559 -2.768
H -2.111 -4.909 -0.117
H -2.680 -3.305 -0.681
H -0.719 -2.536 -0.361
C 5.294 2.422 1.013
C 4.520 3.691 0.626
O 3.270 3.427 0.051
H 5.402 1.791 0.130
H 4.959 1.699 1.757
H 6.289 2.670 1.382
H 5.093 4.117 -0.198
H 4.586 4.399 1.452
H 2.737 3.460 0.849
```

The LUMO energy comes out at 0.27 eV. The value obtained for the highest occupied orbital energy is -9.59 eV. Its multiplicity is 1. For the energy relative to the best compared isomer or geometry (same formula, charge and spin), the calculation gives 3.5043 eV. The HOMO-LUMO gap comes out at 9.86 eV. As for the SMILES: CCO.CCO.CCO.CCO.CCO.CCO.CCO. The net charge is 0.

no.,M (g/mol)
1,434.48
2,434.48
3,530.54
4,612.39
5,322.48
6,322.48
7,322.48